{"formula": "C16H37BNO18P", "method": "ωB97M-V/def2-TZVPD", "species": ["H", "H", "C", "H", "O", "O", "C", "O", "H", "C", "O", "H", "O", "H", "C", "H", "O", "H", "H", "H", "H", "H", "H", "H", "H", "H", "C", "O", "H", "H", "H", "B", "H", "O", "H", "H", "O", "O", "P", "H", "C", "C", "O", "H", "C", "N", "O", "H", "H", "C", "C", "C", "H", "H", "O", "H", "C", "H", "O", "O", "H", "H", "C", "O", "C", "O", "H", "H", "H", "H", "C", "H", "C", "O"], "xyz": [[-0.92453, 1.65799, -0.02910], [5.29780, 2.49447, 3.08591], [-8.52128, -1.44294, -0.41981], [8.55100, 7.13500, 2.97110], [2.06305, 2.17184, -1.50793], [-5.77912, -3.10395, -1.02473], [4.20779, -6.14824, -2.12031], [-9.59108, -1.47829, 0.54479], [-8.17218, 0.66468, -0.17852], [5.40547, 3.56009, 3.26073], [3.78655, 3.46354, -1.37084], [-13.63546, -1.57222, 1.55676], [6.81125, 3.80467, 3.38817], [1.42114, 0.76201, -0.11729], [1.00819, 1.39499, -0.90143], [2.40176, -1.89125, -0.44313], [3.41742, -5.56937, -1.06588], [-13.29747, -0.49243, 0.17952], [-7.64050, -1.76239, 0.12906], [4.98667, 4.11258, 2.42438], [-4.29611, -3.97067, -3.21862], [-9.19033, 0.25839, -1.56586], [5.51703, -4.47733, -2.49195], [3.67131, -6.05604, -3.06400], [-3.02232, -1.32256, -3.55561], [0.99987, -2.60542, -1.27906], [-10.81816, -1.50147, 0.03480], [-1.57237, -2.97392, -2.06435], [0.64141, 0.75325, -1.69862], [6.18527, -6.05151, -2.94150], [10.05283, 6.39424, 3.53461], [-4.62717, -2.74691, -1.68495], [4.27134, -7.20307, -1.86081], [-2.46230, -0.84188, -2.92685], [-13.28076, -2.25455, -0.05324], [9.25660, 8.04123, 5.21110], [2.22293, -3.96075, -0.26581], [-11.68937, -1.48380, 1.04478], [-2.25728, -1.61771, -1.57360], [-1.19174, -3.74175, -0.27506], [4.72447, 4.18120, -0.56687], [2.91267, 2.74033, -0.66470], [8.46566, 5.16934, 3.61849], [-0.46404, 2.93367, -1.17280], [7.14758, 5.09092, 3.43765], [-1.72690, -4.02694, -1.09288], [-4.38472, -3.03025, -3.02446], [7.69886, 7.21054, 5.31524], [5.21681, 3.50923, 0.13257], [8.76190, 7.07377, 5.12341], [8.99012, 6.50268, 3.74185], [2.87133, -4.38738, -1.34900], [-7.44833, -0.03934, -1.63429], [1.03193, -2.50791, 0.49508], [6.38744, 6.02117, 3.35351], [4.22366, 4.97858, -0.01914], [5.58276, -5.52463, -2.20151], [-8.71621, -2.17018, -1.20652], [-1.47081, -0.89973, -0.57581], [-11.10654, -1.51519, -1.13439], [0.24918, 2.90077, 0.44300], [5.45242, 4.60630, -1.25090], [-13.06189, -1.44871, 0.64353], [2.96041, -3.79527, -2.39268], [-0.10087, 2.27817, -0.38002], [2.90271, 2.64900, 0.53782], [-5.77982, -4.03090, -0.75930], [6.08431, -5.58577, -1.23540], [4.88483, 3.83507, 4.17641], [-1.27239, -4.82628, -1.51686], [-8.32384, -0.05375, -0.98456], [9.16788, 6.40408, 5.88211], [1.63339, -2.66067, -0.39667], [-3.70115, -1.98050, -1.00876]], "forces_ev_per_angstrom": [[0.01, -0.04, -0.03], [0.07, -0.01, 0.00], [0.20, 0.01, -0.09], [-0.06, -0.02, 0.01], [0.07, -0.09, -0.02], [0.52, -0.33, 0.03], [0.06, -0.15, -0.14], [-0.01, -0.06, 0.01], [0.07, -0.01, 0.00], [-0.14, -0.10, -0.05], [0.01, -0.04, 0.00], [0.01, 0.01, 0.01], [0.01, -0.04, -0.05], [0.07, 0.08, 0.04], [-0.26, -0.16, 0.00], [0.04, -0.03, -0.09], [-0.06, -0.02, 0.00], [0.02, -0.01, -0.04], [-0.05, -0.02, 0.08], [-0.01, 0.04, 0.02], [-0.31, 0.17, -0.20], [0.01, -0.03, -0.03], [-0.01, -0.01, -0.03], [-0.01, 0.07, 0.01], [0.03, -0.05, 0.01], [0.06, 0.02, -0.05], [-0.01, 0.22, 0.02], [-0.07, -0.50, -0.12], [0.06, 0.03, -0.06], [0.00, -0.01, 0.00], [0.00, -0.06, 0.01], [-0.16, -0.08, -0.04], [-0.02, 0.01, 0.05], [0.02, -0.06, -0.08], [0.00, 0.00, -0.02], [0.01, 0.00, -0.01], [-0.09, -0.03, 0.03], [0.00, -0.05, 0.02], [0.36, 0.90, 0.51], [0.21, -0.07, -0.09], [0.12, 0.04, 0.00], [-0.11, 0.19, 0.00], [0.00, -0.02, -0.05], [-0.04, -0.05, -0.02], [-0.01, -0.01, 0.22], [-0.47, -0.03, 0.21], [0.32, -0.13, 0.33], [0.00, 0.03, -0.03], [0.02, 0.02, 0.02], [-0.09, -0.11, 0.05], [0.12, 0.16, -0.05], [0.21, 0.10, 0.09], [0.02, -0.01, 0.01], [0.03, -0.05, 0.03], [-0.02, 0.03, -0.09], [-0.01, -0.03, 0.04], [-0.02, 0.11, 0.10], [-0.08, 0.01, 0.00], [-0.06, -0.07, -0.14], [-0.01, -0.08, -0.04], [0.01, -0.04, 0.02], [-0.04, -0.02, -0.06], [-0.04, -0.03, 0.05], [-0.08, -0.02, -0.06], [0.05, 0.16, 0.04], [0.05, -0.08, 0.03], [-0.32, 0.11, -0.01], [0.02, -0.05, -0.01], [0.03, 0.07, 0.00], [0.22, 0.14, -0.09], [-0.15, 0.06, 0.05], [0.05, 0.03, 0.00], [-0.17, 0.12, 0.07], [-0.17, -0.02, -0.33]], "energy_ha": -2407.404648, "spin_multiplicity": 1, "smiles": "NO[P@@](=O)(O)OB(O)O.CCOC(=O)OC.CCOC(=O)OC.CCOC(=O)OC.CCOC(=O)OC", "orbital_gap_ha": 0.380, "lumo_energy_ev": -0.26}